Molecular formula: CH6NO2
Method: DFT, ωB97M-V/def2-TZVPD

Calculated values
* HOMO: -2.61 eV
* gap between HOMO and LUMO: 7.032 eV
* energy above the lowest of the compared OMol25 structures with the same formula, charge and spin: 31.61 kcal/mol
* net charge: -1

Structure (XYZ):
```
10
CH6NO2 | the OMol25 dataset | ωB97M-V/def2-TZVPD
O -1.9780 -1.9791 -1.1687
H -1.6416 -2.8984 -1.1665
N 0.4100 -0.2489 -0.1218
C 0.3317 0.7074 0.8251
O 1.3577 1.9431 0.5994
H -1.2260 -1.5263 -0.7873
H 1.0763 -1.1242 0.0551
H 0.6673 0.4057 1.8108
H -0.6235 1.2308 0.8276
H 1.8497 1.6981 -0.2837
```

=====

Molecular formula: C24H39AuN2O6Si
Method: DFT, ωB97M-V/def2-TZVPD

Calculated values
* multiplicity: 3
* HOMO (spin up / spin down): -8.20 / -8.79 eV
* gap between HOMO and LUMO (spin up / spin down): 7.855 / 6.550 eV
* energy above the lowest of the compared OMol25 structures with the same formula, charge and spin: 7.12 kcal/mol

Structure (XYZ):
```
73
C24H39AuN2O6Si | the OMol25 dataset | ωB97M-V/def2-TZVPD
Au -0.2973 0.1143 0.4291
C -4.0503 1.8030 -0.9879
C -2.5817 1.6079 -0.7235
O -2.2550 0.4644 -0.3406
C -1.7233 2.7295 -0.9988
C -0.3524 2.8793 -0.9466
C 0.2642 4.2168 -1.2244
N 0.4676 1.8530 -0.6207
N 1.7153 2.1479 -0.3219
C 2.3762 1.1170 0.2629
O 1.8481 0.0233 0.5967
C 3.8107 1.3249 0.5514
C 4.4661 2.4897 0.1572
C 5.8073 2.6605 0.4559
C 6.4959 1.6759 1.1521
C 5.8431 0.5170 1.5508
C 4.5030 0.3398 1.2524
H -4.6258 1.1742 -0.3131
H -4.2603 1.4866 -2.0123
H -4.3501 2.8434 -0.8843
H -2.2660 3.6179 -1.2902
H -0.4877 4.9251 -1.5615
H 1.0484 4.1226 -1.9749
H 0.7404 4.5942 -0.3189
H 3.9160 3.2529 -0.3747
H 6.3162 3.5649 0.1498
H 7.5431 1.8145 1.3885
H 6.3784 -0.2467 2.0991
H 3.9773 -0.5518 1.5666
C 1.6168 1.0127 4.3312
C 0.8964 0.2686 5.4544
C 1.7906 -0.8296 6.0211
C 0.4818 1.2424 6.5489
O -0.3152 -0.3371 4.9881
Si -0.6171 -0.9580 3.4966
O -0.8204 0.2467 2.4544
O -1.9191 -1.9509 3.6431
C -3.1996 -1.6737 4.2197
C -4.1657 -2.6611 3.5781
C -3.6322 -0.2416 3.9211
C -3.1160 -1.9070 5.7243
O 0.6481 -1.9341 3.0948
C 0.7403 -3.1716 2.3916
C -0.1625 -3.1862 1.1614
C 0.3534 -4.3014 3.3415
C 2.1981 -3.2988 1.9661
H 2.5043 1.5105 4.7277
H 0.9577 1.7567 3.8829
H 1.9323 0.3184 3.5492
H 2.7117 -0.4058 6.4267
H 2.0429 -1.5426 5.2359
H 1.2682 -1.3595 6.8191
H 1.3556 1.7217 6.9939
H -0.0636 0.7125 7.3311
H -0.1694 2.0133 6.1346
H -4.2083 -2.4962 2.5002
H -5.1695 -2.5462 3.9908
H -3.8286 -3.6828 3.7588
H -3.6367 -0.0639 2.8450
H -2.9460 0.4735 4.3781
H -4.6335 -0.0651 4.3188
H -2.8030 -2.9331 5.9244
H -4.0886 -1.7415 6.1925
H -2.3862 -1.2300 6.1671
H -1.2073 -3.0551 1.4451
H -0.0597 -4.1336 0.6290
H 0.1279 -2.3909 0.4660
H -0.6784 -4.1743 3.6678
H 1.0018 -4.2813 4.2189
H 0.4576 -5.2722 2.8528
H 2.4571 -2.4766 1.2972
H 2.3724 -4.2444 1.4496
H 2.8452 -3.2541 2.8437
```

=====

Molecular formula: C36H54BDyF2O4P3SeSi
Method: DFT, ωB97M-V/def2-TZVPD

Calculated values
* multiplicity: 6
* HOMO (spin up / spin down): -4.55 / -4.51 eV
* gap between HOMO and LUMO (spin up / spin down): 7.037 / 6.997 eV
* net charge: -1

Structure (XYZ):
```
103
C36H54BDyF2O4P3SeSi | the OMol25 dataset | ωB97M-V/def2-TZVPD
Dy -1.0462 -1.9394 -0.3739
C -0.4112 0.9101 4.3163
C -0.0607 -0.2527 3.3933
C 0.7732 -1.3189 4.0944
P -1.5009 -1.0217 2.4250
C -2.3662 -2.0332 3.7741
C -2.6531 -1.3939 5.1361
C -3.6015 -2.7328 3.2057
C -2.4712 0.4897 2.0614
C -3.7197 0.7350 2.6209
C -4.4772 1.8222 2.2181
C -3.9927 2.6792 1.2479
C -2.7534 2.4332 0.6828
C -1.9666 1.3538 1.0706
Si -0.3897 0.7513 0.1226
C -0.2212 1.9161 -1.4362
C 0.2134 3.2341 -1.3364
C 0.5501 3.9859 -2.4478
C 0.4647 3.4175 -3.7081
C 0.0298 2.1107 -3.8372
C -0.3302 1.3623 -2.7190
P -1.0078 -0.3379 -2.8834
C -2.6946 0.0144 -3.6205
C -3.4726 0.8666 -2.6211
C -2.7235 0.6462 -5.0084
C -0.0526 -1.0484 -4.3331
C 1.3809 -1.2468 -3.8502
C -0.6733 -2.3937 -4.7006
C 1.0500 1.6658 1.0652
C 0.8703 2.7287 1.9420
C 1.9350 3.3026 2.6133
C 3.2182 2.8255 2.4045
C 3.4251 1.7816 1.5197
C 2.3524 1.1988 0.8545
P 2.5209 -0.1891 -0.3358
C 4.0179 0.2930 -1.3991
C 5.4668 0.2694 -0.9184
C 3.6841 1.6595 -1.9923
C 3.1300 -1.5849 0.7832
C 3.6881 -2.7062 -0.0933
C 4.0390 -1.2802 1.9685
H 0.4676 1.5375 4.4654
H -1.1869 1.5273 3.8704
H -0.7525 0.5704 5.2889
H 0.5701 0.1569 2.5981
H 0.2505 -1.7535 4.9430
H 1.0225 -2.1155 3.3960
H 1.7028 -0.8808 4.4595
H -1.6138 -2.8238 3.9324
H -3.1604 -0.4365 5.0498
H -3.2832 -2.0617 5.7250
H -1.7332 -1.2356 5.6905
H -4.4269 -2.0458 3.0376
H -3.3635 -3.2009 2.2524
H -3.9426 -3.5196 3.8810
H -4.1455 0.0602 3.3471
H -5.4519 1.9891 2.6573
H -4.5945 3.5182 0.9203
H -2.3894 3.0931 -0.0928
H 0.3010 3.6877 -0.3600
H 0.8985 5.0056 -2.3323
H 0.7359 3.9913 -4.5848
H -0.0046 1.6686 -4.8228
H -3.1539 -0.9797 -3.6664
H -2.9922 1.8358 -2.4879
H -4.4907 1.0307 -2.9748
H -3.5237 0.3638 -1.6552
H -2.2597 1.6304 -5.0021
H -2.2248 0.0201 -5.7438
H -3.7616 0.7660 -5.3174
H -0.0626 -0.3780 -5.1995
H 1.3715 -1.9065 -2.9755
H 1.9981 -1.6974 -4.6268
H 1.8219 -0.2952 -3.5590
H -0.7927 -2.9991 -3.7973
H -1.6554 -2.2713 -5.1535
H -0.0344 -2.9280 -5.4058
H -0.1269 3.1145 2.1000
H 1.7644 4.1225 3.2993
H 4.0584 3.2710 2.9217
H 4.4298 1.4225 1.3603
H 3.9431 -0.4537 -2.2046
H 5.6861 1.0816 -0.2324
H 5.7239 -0.6688 -0.4384
H 6.1155 0.3866 -1.7876
H 3.8041 2.4379 -1.2408
H 4.3361 1.8827 -2.8361
H 2.6491 1.6876 -2.3295
H 2.1722 -1.9231 1.2023
H 4.6756 -2.4625 -0.4799
H 3.7688 -3.6342 0.4711
H 3.0202 -2.8828 -0.9374
H 5.0305 -0.9597 1.6606
H 3.6032 -0.5115 2.5988
H 4.1495 -2.1827 2.5695
O -4.9685 -3.2427 -0.6430
Se -3.4662 -2.7695 -0.6257
O -2.7088 -2.7598 -2.0722
O -3.2166 -1.2429 -0.0727
O -2.4578 -3.6449 0.3160
F 0.7675 -4.9834 -0.4938
B 0.4982 -3.6717 -0.6019
F 0.3808 -3.3101 0.8301
```

=====

Molecular formula: C7H34O13
Method: DFT, ωB97M-V/def2-TZVPD

Calculated values
* HOMO: -9.01 eV
* gap between HOMO and LUMO: 9.131 eV
* energy above the lowest of the compared OMol25 structures with the same formula, charge and spin: 102.96 kcal/mol

Structure (XYZ):
```
54
C7H34O13 | the OMol25 dataset | ωB97M-V/def2-TZVPD
O -2.1839 -0.9857 -2.9826
C -2.5328 -0.8961 -1.8042
C -2.5078 0.4096 -1.1326
C -1.3179 0.9828 -0.1911
C -0.5809 -0.0884 0.6591
C 0.4031 0.4641 1.3944
C 1.5502 -0.2038 2.0692
C 2.2013 0.0736 3.2393
H -3.1218 -1.7219 -1.4495
H -2.6887 1.1980 -1.8786
H -3.4797 0.5300 -0.5252
H -0.6175 1.4590 -0.9023
H -1.7565 1.8439 0.3229
H -0.9750 -1.0950 0.4820
H 0.4801 1.6059 1.3806
H 1.9614 -1.0987 1.6194
H 2.9985 -0.3853 3.7758
H 2.0800 1.0709 3.7141
H 2.2918 -2.4353 -1.9480
H 1.5212 -1.5331 -2.8756
O 1.7393 -1.6629 -1.9495
H -0.1181 3.3935 -0.3930
H -1.0837 4.3570 -1.0347
O -0.9795 3.8315 -0.2673
H -1.1862 1.0808 3.1091
H -0.6274 1.4554 4.5003
O -0.9488 0.7552 3.9480
H -0.1578 1.7973 -3.8149
H -1.5987 1.5026 -3.5510
O -0.9642 2.2065 -3.7767
H 0.3122 0.3410 -4.0365
H -0.6305 -0.7533 -4.1398
O 0.3010 -0.6012 -3.9801
H -0.5633 3.3905 1.3920
H -1.7491 3.4118 2.4301
O -0.8477 3.0979 2.2756
H 2.5600 -0.2378 -1.4900
H 3.4865 0.2853 -0.5980
O 3.0481 0.6267 -1.3954
H 3.8282 -2.0497 0.6241
H 3.2515 -3.3521 0.2082
O 3.6734 -2.5365 -0.1868
H -0.0532 -1.2614 4.4476
H 0.5853 -2.2226 3.4901
O -0.0118 -2.2217 4.2289
H -2.7752 -2.1001 2.5082
H -1.9579 -3.3421 2.5964
O -2.2555 -2.7069 1.9803
H -0.3425 -3.7742 0.7835
H 0.5127 -2.9803 -0.2158
O 0.3250 -3.9006 0.0863
H 0.4834 2.8792 -2.5795
H 1.6736 2.5304 -1.6880
O 0.8473 3.0727 -1.6567
```